{
  "formula": "C35H46ClN5O4PSSn",
  "method": "wB97M-V/def2-TZVPD",
  "e_tot_ev": -91155.2138,
  "charge": 1,
  "fmax_ev_per_a": 2.55,
  "e_above_lowest_kcal_mol": 43.4,
  "symbols": ["H", "H", "C", "H", "H", "H", "H", "C", "C", "C", "H", "C", "C", "C", "H", "C", "C", "C", "C", "Sn", "N", "H", "H", "C", "C", "O", "O", "H", "C", "H", "H", "O", "H", "H", "O", "N", "N", "C", "H", "C", "H", "H", "H", "C", "C", "H", "H", "H", "C", "H", "H", "H", "H", "H", "H", "H", "C", "H", "C", "H", "H", "C", "C", "C", "C", "H", "C", "Cl", "C", "C", "C", "H", "N", "H", "C", "S", "H", "H", "H", "N", "H", "C", "C", "H", "H", "H", "C", "H", "H", "P", "H", "H", "C", "C"],
  "coordinates": [[-2.549, 0.331, -4.654], [2.289, -1.460, -0.065], [1.576, -1.783, -2.727], [-3.754, 1.298, -3.788], [3.663, -4.440, -2.045], [-3.901, 6.557, 2.315], [-2.708, 0.726, -1.628], [-2.471, 0.133, -2.522], [-2.715, 0.962, -3.777], [-0.328, 1.702, -3.680], [-3.319, 5.094, 0.387], [2.432, -0.023, 4.564], [-1.776, 2.167, -3.825], [-0.965, -1.530, 4.170], [1.579, -3.878, -3.231], [-2.925, -3.928, -3.607], [-3.280, -5.037, -2.617], [2.358, -3.564, -0.566], [-3.075, 4.810, 1.400], [-0.670, 0.447, 1.426], [0.805, -1.910, -1.499], [1.244, 4.749, 3.105], [-0.808, -3.977, -3.253], [0.649, -1.585, 5.994], [2.847, 5.423, 1.847], [1.545, 0.928, 0.063], [-1.464, 2.092, 3.077], [3.845, 1.589, -1.713], [1.592, -2.267, -0.321], [2.329, -0.990, -2.609], [0.903, -1.513, -3.540], [1.092, -0.173, 2.648], [4.681, 1.233, -0.197], [3.983, -2.735, -1.719], [-1.466, -1.135, 3.122], [-1.219, -1.161, 0.180], [-2.100, 3.212, 2.852], [3.647, 3.845, 0.223], [-0.057, -2.178, 6.562], [2.689, 2.920, 0.642], [-3.292, 5.785, 4.622], [1.114, 2.523, 2.036], [4.465, 5.803, 0.490], [2.307, -3.088, -3.032], [2.573, 1.588, 0.002], [3.115, 0.588, 3.988], [-2.499, -5.804, -2.625], [0.342, 2.562, -3.612], [-0.183, 0.864, -2.416], [3.645, -0.081, 6.326], [-1.399, -2.409, -3.851], [-2.178, -3.254, 0.130], [0.844, 0.536, -2.283], [1.641, -4.386, -0.650], [-0.036, 1.106, -4.549], [-2.123, 3.597, 4.870], [3.720, 5.092, 0.820], [-2.016, 2.855, -3.008], [1.250, -0.446, 3.917], [2.915, -2.956, -3.930], [0.909, -2.376, 0.520], [1.827, -1.194, 6.572], [0.331, -1.204, 4.682], [3.189, -3.478, -1.847], [2.726, -0.397, 5.852], [4.314, 3.608, -0.595], [-3.396, 5.614, 2.467], [2.192, -1.649, 8.197], [-2.420, 3.591, 1.596], [1.908, 4.500, 2.287], [-3.403, -4.436, -1.218], [3.008, -3.766, 0.288], [-1.063, -0.304, -2.489], [2.900, 6.404, 2.301], [3.762, 1.067, -0.758], [-1.995, 2.585, 0.277], [-1.562, -2.187, 4.823], [-1.305, -4.518, -0.766], [-3.634, -5.209, -0.483], [-1.746, -2.734, -1.827], [-1.906, 2.697, -4.770], [-2.416, 3.992, 3.909], [-1.626, -3.244, -3.188], [-0.446, 1.486, -1.548], [-3.106, -0.752, -2.518], [-4.217, -5.514, -2.909], [1.828, 3.258, 1.687], [-3.732, -3.191, -3.627], [-4.210, -3.699, -1.208], [-0.793, -1.478, -1.312], [3.637, 0.004, -0.941], [-2.804, -4.332, -4.614], [-3.058, 5.189, 3.753], [-2.097, -3.756, -0.833]],
  "forces_ev_per_a": [[-0.0493, 0.0016, -0.0217], [-0.0132, -0.0065, -0.0643], [-0.0777, -0.4072, -0.1220], [-0.0309, -0.0655, -0.0465], [0.1140, 0.0485, 0.0247], [-0.0091, 0.0023, -0.0313], [-0.0133, -0.0629, -0.0289], [-0.1219, -0.0578, -0.4685], [0.0338, 0.1392, 0.1945], [-0.1570, 0.1447, 0.2344], [0.0113, 0.0035, -0.0061], [-0.0160, 0.0318, -0.4788], [0.0902, -0.2644, -0.2329], [0.0395, -0.1252, 0.3987], [-0.0134, 0.0102, -0.0101], [0.1838, -0.1270, 0.0844], [-0.2253, 0.2380, 0.0105], [0.0671, 0.1550, -0.0784], [-0.0798, 0.1381, 0.0561], [-0.1578, -1.4606, -0.1703], [-0.1766, 0.6041, 0.4523], [-0.0067, 0.0025, -0.0013], [0.0533, 0.0595, 0.0062], [-0.1081, -0.0529, 0.1147], [0.0332, -0.0053, -0.0400], [-0.3860, -0.1490, 0.4271], [0.8938, -1.6508, 0.3118], [0.0100, -0.0024, -0.0106], [0.0543, -0.2950, 0.0428], [-0.0591, 0.0618, -0.0588], [0.0761, 0.0784, -0.0207], [-1.2333, 1.1319, -1.7939], [0.0197, 0.0605, -0.0169], [0.0250, -0.0052, -0.0258], [-0.2872, 0.7841, -0.8568], [0.4735, 1.7805, 1.7610], [-0.1740, 0.3636, -0.4458], [-0.0578, -0.0536, -0.0412], [-0.0182, 0.0004, -0.0089], [-0.1057, 0.0955, 0.2086], [0.0194, -0.0461, 0.0426], [0.0147, 0.0848, 0.1021], [-0.0338, 0.0223, -0.0297], [0.1812, 0.2041, 0.0846], [0.0987, 0.2941, -0.0113], [0.0530, 0.0013, 0.0460], [-0.0136, -0.0209, -0.0061], [0.0426, -0.0146, -0.0681], [0.1396, 0.0155, -0.3168], [0.0147, 0.0309, -0.0273], [0.0381, -0.0585, -0.0263], [-0.0223, -0.1319, 0.0248], [-0.0054, 0.0237, 0.0172], [0.0153, -0.0302, 0.0187], [0.0448, -0.0101, 0.0100], [0.0466, -0.0903, -0.0569], [0.0082, 0.0150, -0.0039], [-0.0275, 0.0372, -0.0264], [-0.1004, 0.0047, 0.8813], [-0.0374, -0.0365, -0.0305], [0.0971, 0.0018, 0.0388], [-0.0197, 0.0531, -0.0846], [0.3321, 0.3083, -0.3360], [-0.2398, -0.2016, -0.0021], [-0.1640, -0.1121, 0.0888], [0.0552, -0.0210, 0.0336], [0.0482, -0.1506, -0.0265], [0.0582, -0.0348, 0.0836], [0.1568, -0.0666, -0.0869], [-0.0772, -0.0009, 0.0606], [0.2073, -0.1446, -0.0897], [-0.0582, -0.0437, 0.0370], [-0.0531, -0.2324, 0.6486], [0.0210, -0.0146, 0.0455], [-0.1267, -0.1606, 0.0608], [0.7623, -1.2684, 0.0169], [-0.1279, 0.0216, -0.1669], [0.0510, 0.0490, -0.0156], [-0.0378, 0.0201, 0.0189], [-0.2914, 0.2396, 0.5863], [-0.0284, 0.1164, 0.0719], [0.0422, 0.0191, 0.4371], [-0.0541, 0.0250, -0.1195], [0.0769, -0.0006, -0.0375], [-0.0195, 0.0427, 0.0450], [0.0331, -0.0634, -0.0118], [0.0395, -0.1094, -0.1571], [0.0037, 0.0170, -0.0640], [-0.0179, -0.0056, 0.0602], [0.5122, 0.1641, -0.8200], [-0.0197, 0.0151, -0.0756], [-0.0286, 0.0404, -0.0195], [-0.0159, 0.0184, -0.1274], [-0.1944, 0.0402, 0.0358]]
}

{
  "formula": "C35H46F5N2O2P2S4SbSi2TeW",
  "method": "wB97M-V/def2-TZVPD",
  "e_tot_ev": -151040.5048,
  "fmax_ev_per_a": 1.38,
  "e_above_lowest_kcal_mol": 0.0,
  "symbols": ["H", "F", "H", "H", "H", "H", "F", "C", "C", "C", "C", "H", "C", "C", "H", "H", "C", "C", "N", "H", "F", "H", "C", "S", "H", "C", "C", "F", "H", "H", "C", "C", "O", "H", "C", "N", "H", "C", "C", "H", "H", "S", "W", "Sb", "C", "H", "Si", "C", "H", "H", "H", "C", "H", "H", "C", "C", "H", "C", "C", "H", "H", "C", "F", "Si", "H", "H", "C", "H", "C", "H", "H", "P", "C", "H", "H", "P", "H", "C", "S", "H", "H", "C", "H", "S", "H", "H", "C", "H", "C", "Te", "H", "H", "H", "C", "H", "C", "C", "C", "H", "O", "H"],
  "coordinates": [[6.244, -1.392, -1.290], [-3.234, -0.227, -4.306], [-4.063, 2.440, -0.308], [6.829, 0.346, 0.371], [2.620, -5.946, 0.989], [2.286, 1.793, -1.272], [-1.495, -3.607, -3.859], [2.482, 1.441, -2.279], [5.475, -0.952, -0.669], [1.115, 2.211, 0.804], [4.820, 0.541, 1.094], [2.755, 0.539, 1.614], [2.167, -5.805, -1.107], [1.534, -3.630, -1.918], [0.903, 1.787, -4.651], [0.835, 1.670, 4.140], [-2.230, 3.984, -1.467], [-1.387, 2.722, -1.342], [-1.686, 0.388, 1.016], [1.613, -5.382, -3.138], [-3.814, -2.681, -3.755], [-2.166, 0.806, 4.209], [0.592, -1.163, 4.114], [-3.665, -1.497, -0.639], [-1.766, 2.662, 3.020], [-1.369, 0.162, 4.543], [0.679, -1.478, 5.460], [-0.001, -1.536, -3.842], [-5.274, 2.064, 0.908], [2.466, 2.316, -2.938], [2.327, -5.295, 0.175], [0.206, 1.135, -4.115], [-1.021, -2.836, -1.127], [3.087, -0.154, -4.512], [-2.744, 2.670, 2.534], [0.585, -0.511, -1.340], [0.830, 1.762, -0.133], [2.548, -0.902, -3.919], [4.165, -1.381, -0.797], [-0.330, 0.544, -4.853], [-1.198, 2.463, -0.307], [-0.977, -2.491, 1.515], [-1.299, -1.278, -0.550], [-3.468, -3.845, -0.115], [1.708, -3.121, -0.635], [2.252, 3.781, -0.100], [-3.198, 1.084, 1.606], [1.770, -4.978, -2.147], [-4.050, 4.161, -2.666], [3.295, -1.377, -3.288], [-2.735, 3.503, 1.825], [1.132, 2.132, 3.209], [2.337, -6.859, -1.290], [-3.497, 2.905, 3.290], [-3.105, 2.195, -2.848], [-3.055, 3.722, -2.728], [-2.022, 0.226, 6.579], [1.924, 3.333, 0.830], [-4.439, 1.649, 0.332], [3.926, -2.178, -1.486], [-4.076, 1.763, -2.610], [0.250, -1.311, 1.037], [-1.925, -1.836, -5.671], [1.277, 0.109, -2.968], [2.124, -1.636, -4.596], [-4.845, 0.854, -0.289], [1.938, 3.260, 3.232], [-2.560, 4.146, -3.602], [0.704, 1.607, 1.987], [-4.895, -0.623, 2.145], [-2.877, 4.093, -0.597], [1.460, -1.374, -0.276], [-0.437, -0.345, 3.646], [2.219, -3.549, 1.414], [3.510, 1.067, -2.281], [-0.361, 0.144, 1.903], [-2.836, 1.867, -3.847], [3.504, 0.129, 0.955], [-3.227, -5.450, -1.581], [-3.444, -0.952, 3.060], [-4.534, 0.351, 3.573], [3.159, -0.806, -0.018], [-0.202, -1.232, 7.401], [-4.174, -3.907, 1.980], [-0.431, 2.839, -1.868], [1.327, -1.560, 3.423], [2.099, -3.950, 0.413], [5.073, 1.272, 1.852], [2.330, 3.863, 2.046], [-2.131, -1.798, -3.824], [-0.503, 1.773, -3.599], [2.962, 4.742, 2.070], [1.158, -3.002, -2.716], [-1.283, -0.163, 5.890], [-1.619, 4.883, -1.534], [-0.263, -0.980, 6.350], [5.802, 0.017, 0.268], [-4.089, -0.148, 2.707], [2.258, 3.670, 4.181], [-2.142, 1.654, -1.910], [1.478, -2.117, 5.811]],
  "forces_ev_per_a": [[-0.0043, 0.0004, -0.0007], [0.1890, -0.1160, -0.1027], [0.0047, -0.0077, -0.0470], [-0.0004, 0.0018, -0.0017], [0.0018, 0.0033, -0.0021], [0.0588, 0.0205, -0.0551], [-0.0589, 0.0712, -0.1198], [-0.0058, -0.0143, -0.0094], [0.0021, -0.0204, -0.0173], [-0.1302, 0.0622, 0.0587], [0.0047, -0.0015, -0.0021], [0.0499, -0.0304, 0.0106], [-0.0060, 0.0219, -0.0110], [-0.0753, -0.0039, 0.0312], [-0.0037, 0.0107, 0.0105], [0.0157, 0.0199, 0.0156], [-0.0486, -0.0292, 0.0103], [-0.0915, 0.0889, 0.0408], [0.0999, -0.1992, -0.1975], [-0.0005, 0.0062, 0.0003], [0.0289, 0.0678, -0.2815], [-0.0219, 0.0199, -0.0030], [-0.0103, 0.0168, 0.0495], [-0.1837, 0.0016, -0.1425], [-0.0252, -0.0001, 0.0349], [0.0469, -0.0482, -0.0305], [0.0190, -0.0162, -0.0301], [-0.2074, 0.0536, 0.0094], [0.0245, -0.0120, 0.0420], [-0.0005, -0.0217, -0.0125], [-0.0047, 0.0235, 0.0277], [0.0340, -0.0540, 0.0353], [0.0795, -0.2289, -0.8916], [0.0068, -0.0002, 0.0107], [0.0263, -0.0380, -0.0636], [-0.1745, -0.1205, -0.4726], [-0.1213, 0.0470, -0.0690], [-0.0541, 0.0027, -0.0400], [0.0108, -0.0059, 0.0209], [-0.0098, 0.0063, 0.0052], [0.0938, -0.0276, 0.1294], [0.3373, 0.0006, 0.3537], [0.5659, 0.6275, 1.0928], [-0.7318, -0.1750, 0.1619], [-0.0064, 0.0860, -0.0308], [-0.0115, -0.0073, -0.0002], [-0.2118, 0.1267, 0.1574], [0.0115, -0.0445, -0.0124], [-0.0086, -0.0176, -0.0151], [0.0269, -0.0203, 0.0284], [0.0346, -0.0048, -0.0105], [-0.0234, 0.0111, -0.0623], [-0.0027, 0.0011, -0.0075], [0.0051, -0.0112, 0.0088], [0.0635, -0.0592, -0.1177], [0.0275, -0.0008, -0.0024], [0.0058, -0.0084, 0.0020], [0.0065, 0.0334, -0.0355], [0.0535, 0.0150, -0.0046], [0.0146, 0.0049, -0.0329], [0.0069, 0.0385, 0.0385], [-0.0758, 0.1327, 0.0234], [0.0036, -0.1435, 0.1460], [0.1938, 0.1735, 0.0608], [-0.0045, -0.0157, 0.0348], [0.0142, -0.0036, -0.0378], [0.0100, 0.0069, 0.0097], [0.0074, 0.0080, 0.0064], [-0.0230, -0.1096, 0.0791], [-0.0016, -0.0062, -0.0133], [-0.0073, 0.0175, 0.0266], [0.3107, -0.2200, -0.2527], [0.0066, -0.0517, -0.0282], [0.0164, -0.0057, -0.0007], [-0.0023, -0.0143, 0.0157], [-0.2269, 0.3047, -0.2523], [-0.0266, -0.0515, -0.0282], [0.0310, 0.0051, -0.0336], [0.0742, 0.1775, -0.0016], [0.0157, -0.0375, 0.0310], [0.0050, -0.0154, 0.0042], [-0.0718, -0.0659, 0.4670], [0.0007, -0.0008, -0.0007], [0.1655, -0.1399, 0.0132], [0.0271, -0.0439, 0.0043], [0.0112, -0.0038, 0.0018], [0.0595, -0.0262, -0.0234], [-0.0003, -0.0046, -0.0008], [0.0037, -0.0085, 0.0203], [-0.1912, -0.2211, 0.1575], [-0.0638, 0.0204, 0.0397], [-0.0048, 0.0025, -0.0059], [0.0270, 0.0219, -0.0223], [-0.0130, 0.0086, 0.0253], [0.0179, -0.0207, -0.0291], [-0.0268, 0.0175, 0.0028], [0.0030, 0.0114, 0.0146], [0.0301, 0.0579, -0.0163], [-0.0008, -0.0080, -0.0001], [-0.0130, 0.1062, 0.1111], [-0.0024, -0.0002, 0.0000]]
}